ORCA calculation (ωB97M-V/def2-TZVPD) on 8 unconnected molecules or ions with the total composition C41H70N3O23 at a distorted geometry.

XYZ file:
```
137
Properties=species:S:1:pos:R:3:forces:R:3
C 4.678837 -0.760247 -2.624514 -0.5 0.0 0.0
C 3.551342 -0.951151 -1.571986 0.5 -0.2 -1.1
C 2.388294 -1.603919 -2.310530 0.4 0.6 0.6
O 1.494197 -2.282941 -1.425369 -0.5 -0.4 0.4
C 0.284253 -2.510674 -2.072156 1.1 -0.3 0.3
C 0.389557 -3.532203 -3.264597 -0.6 1.1 -0.1
N -0.649007 -4.538594 -2.984408 -0.5 0.2 -1.8
C -1.512547 -3.774584 -2.203467 1.6 -0.8 1.6
N -2.767705 -3.699145 -2.438910 -0.5 -0.3 -0.3
O -3.611464 -2.927958 -1.700885 0.1 -0.3 0.2
C -4.569176 -3.810613 -0.987961 -0.5 -0.3 -0.9
C -5.990915 -3.450997 -1.364696 -0.3 0.0 1.3
C -6.876616 -4.399783 -0.513596 0.9 -0.3 -0.3
C -6.316251 -1.978117 -1.036738 -0.6 -0.3 -0.5
C -7.011662 -1.173514 -2.150171 0.6 1.1 0.4
C -6.669762 0.311225 -1.891415 0.2 -0.6 -0.4
C -6.540415 -1.499933 -3.563571 -0.5 0.1 0.1
N -0.768512 -3.160139 -1.257235 -0.7 1.0 0.4
H 5.440128 -1.526846 -2.518501 0.3 0.1 0.1
H 4.277392 -0.874938 -3.631065 0.0 0.1 -0.1
H 5.109521 0.233693 -2.597435 0.3 0.0 0.2
H 3.285924 0.028959 -1.194727 -0.2 -0.1 0.5
H 3.915370 -1.627213 -0.805336 -0.2 0.2 0.4
H 1.848706 -0.805410 -2.826989 -0.1 -0.1 -0.3
H 2.834462 -2.284166 -3.033776 -0.3 -0.3 -0.2
H -0.126622 -1.535189 -2.353197 0.1 0.0 -0.5
H 0.120933 -2.918736 -4.122400 -0.1 -0.6 -0.5
H 1.352551 -3.982695 -3.447137 0.2 0.0 0.3
H -0.278765 -5.302572 -2.432402 -0.1 -0.1 0.0
H -3.121981 -4.228368 -3.235894 -0.2 0.1 0.2
H -4.391836 -3.797963 0.083832 0.2 0.4 0.1
H -4.396125 -4.815501 -1.363189 0.2 -0.2 0.2
H -6.153385 -3.731241 -2.402247 0.1 0.4 -0.2
H -7.095347 -3.976438 0.460252 -0.2 0.1 0.0
H -7.773036 -4.689589 -1.045929 -0.3 0.1 0.1
H -6.301767 -5.308983 -0.321108 -0.3 -0.3 0.0
H -6.997991 -1.994935 -0.189850 0.0 0.1 0.2
H -5.453450 -1.414785 -0.680156 0.3 -0.1 -0.2
H -8.091309 -1.242555 -2.038027 -0.1 -0.4 -0.3
H -5.626200 0.437633 -2.184283 0.2 0.2 0.3
H -7.232719 0.969176 -2.546629 -0.3 0.1 0.1
H -6.797524 0.575813 -0.845971 0.0 0.2 0.1
H -6.764608 -0.645457 -4.196822 0.0 0.0 -0.2
H -7.059620 -2.350771 -4.000280 0.2 -0.2 0.0
H -5.460342 -1.642614 -3.588838 0.1 -0.1 0.0
H -1.239141 -2.606497 -0.548646 0.0 0.3 -0.2
C 5.284481 3.441264 1.906333 0.6 -0.4 -0.4
C 5.715185 3.817655 0.513422 -0.3 -0.1 0.6
C 4.585229 3.818473 -0.483779 0.1 0.2 -0.1
O 5.261393 3.507915 -1.714065 -0.1 -0.1 0.1
C 6.367191 2.789848 -1.392404 0.2 0.0 0.1
O 7.038348 2.201261 -2.179618 -0.1 -0.1 -0.1
O 6.595487 2.825603 -0.062094 -0.1 0.1 -0.3
H 6.138637 3.456159 2.583720 -0.1 0.1 0.1
H 4.524857 4.113069 2.293607 0.2 0.1 -0.2
H 4.891072 2.427061 1.917209 -0.1 0.0 -0.1
H 6.247356 4.772635 0.522336 0.0 0.0 -0.2
H 4.084634 4.777823 -0.555525 0.0 0.0 -0.1
H 3.841851 3.042244 -0.290516 0.0 0.0 0.1
C -4.787428 -1.885734 2.798308 0.0 -0.1 -0.4
C -4.500982 -0.412765 2.939591 -0.1 -0.4 0.1
C -5.525292 0.338186 3.758568 0.0 0.1 0.2
O -5.469729 1.648178 3.184646 0.0 -0.1 -0.2
C -5.063301 1.516968 1.900454 0.0 0.2 0.0
O -5.102888 2.380221 1.086398 0.0 -0.3 0.2
O -4.602843 0.253827 1.669164 0.0 0.2 0.1
H -4.010656 -2.374017 2.206803 0.1 0.0 0.1
H -4.840012 -2.374345 3.770728 0.0 0.1 0.0
H -5.732352 -2.033971 2.272021 -0.1 0.0 0.1
H -3.491099 -0.250418 3.326126 0.0 0.1 0.0
H -5.283609 0.371595 4.817992 0.0 0.2 0.0
H -6.538546 -0.051682 3.633573 0.0 -0.1 -0.1
C 0.504681 1.755286 5.934230 0.0 0.4 0.2
C 1.225143 2.260195 4.708438 -0.3 -0.3 0.4
C 2.374435 1.390011 4.261910 0.1 -0.2 -0.1
O 3.246630 2.338109 3.630201 -0.2 0.2 0.3
C 3.012419 3.548224 4.212264 -0.1 0.1 0.2
O 3.697357 4.513187 4.074510 -0.3 -0.1 0.3
O 1.896483 3.504723 4.972702 0.1 -0.1 -0.2
H -0.318094 2.421985 6.193441 0.0 0.0 -0.1
H 0.105352 0.755357 5.764491 0.0 0.0 0.0
H 1.177281 1.726903 6.791515 0.1 -0.1 -0.1
H 0.516861 2.430189 3.892022 0.1 0.0 -0.1
H 2.074344 0.620866 3.553406 0.1 0.1 -0.1
H 2.907344 0.922438 5.092103 -0.1 0.0 0.1
C 0.073531 7.074395 -3.282262 -0.4 0.0 0.2
C 0.831026 6.501164 -2.111755 0.0 0.3 -0.5
C 1.777189 5.376872 -2.464119 0.2 -0.1 0.1
O 1.769198 4.584991 -1.260651 -0.2 0.1 -0.2
C 0.577703 4.799055 -0.646307 -0.1 -0.1 0.2
O 0.162099 4.143379 0.256143 0.0 0.0 -0.1
O -0.074603 5.838877 -1.207593 0.2 -0.1 0.1
H -0.587087 7.874516 -2.949036 0.0 0.0 0.0
H 0.736563 7.475532 -4.047936 0.1 0.0 0.1
H -0.553670 6.301564 -3.724734 0.1 0.0 -0.1
H 1.345342 7.289387 -1.556125 0.0 -0.1 0.1
H 2.782351 5.720033 -2.698556 0.1 -0.1 0.2
H 1.411731 4.753853 -3.283897 -0.1 0.1 0.0
C -4.368699 3.887664 -1.270994 -0.5 0.1 -0.3
C -3.974808 4.103817 -2.710480 -0.1 0.0 0.6
C -2.814711 5.047384 -2.879740 0.3 -0.1 -0.1
O -3.051661 5.610535 -4.174998 -0.2 -0.1 0.1
C -4.396484 5.556623 -4.394021 -0.2 0.0 0.0
O -4.956698 6.112656 -5.278889 0.1 -0.1 0.0
O -5.002524 4.780212 -3.455921 0.3 0.1 -0.2
H -5.199122 3.190786 -1.200730 0.1 -0.1 0.0
H -3.536383 3.492516 -0.691133 0.0 0.0 0.0
H -4.701522 4.824123 -0.822027 0.1 0.0 0.0
H -3.782323 3.144390 -3.202299 0.0 0.1 -0.1
H -1.855204 4.535907 -2.848111 0.0 0.1 -0.2
H -2.812771 5.848979 -2.138025 -0.1 0.0 0.0
C 4.243233 -3.621117 3.446865 -0.5 0.3 0.3
C 4.700938 -2.671500 4.524808 -0.1 -0.4 -0.4
C 5.219015 -3.331840 5.780080 0.2 0.0 0.1
O 4.913549 -2.351761 6.783609 -0.2 0.0 -0.1
C 3.849722 -1.641043 6.347599 -0.1 0.1 0.1
O 3.216675 -0.882532 7.011274 0.0 0.0 -0.1
O 3.593181 -1.908151 5.041375 0.2 0.1 0.2
H 3.897643 -3.064053 2.575041 0.1 0.0 0.0
H 5.043619 -4.281244 3.146910 0.1 0.0 0.1
H 3.400467 -4.220627 3.796797 0.1 0.0 0.1
H 5.433517 -1.968814 4.117534 0.0 0.1 0.1
H 6.287868 -3.527079 5.749693 0.0 0.1 0.1
H 4.691653 -4.257035 6.023123 -0.1 0.0 -0.1
C 5.082442 -4.737749 -2.509847 -0.1 -0.3 -0.1
C 4.639987 -4.802418 -1.067997 0.2 0.1 -0.4
C 5.563622 -4.104153 -0.097973 0.0 0.2 0.2
O 5.359215 -4.851128 1.108173 0.1 -0.3 -0.6
C 4.979926 -6.107988 0.747881 0.0 -0.2 0.0
O 4.920723 -7.030245 1.490252 0.0 0.1 0.0
O 4.673970 -6.151875 -0.576076 0.0 0.2 0.2
H 4.365254 -5.249045 -3.153100 0.0 0.1 0.0
H 5.174554 -3.702923 -2.842416 0.0 0.0 0.0
H 6.040815 -5.240056 -2.641499 0.1 0.1 0.1
H 3.613258 -4.433314 -0.967285 0.0 0.0 0.1
H 5.307547 -3.057035 0.053802 0.0 -0.1 0.2
H 6.616258 -4.177536 -0.379700 0.0 0.0 -0.1
```
Positions in Å, forces in eV/Å.

Its relative energy (zero: lowest compared OMol25 entry of this formula, charge and spin) is 0.0 kJ/mol. As for the total charge: +1. The spin multiplicity is 1. The calculation puts the HOMO-LUMO gap at 8.795 eV. The calculation puts the LUMO energy at -3.43 eV. The value obtained for the max |F| is 0.04741 Eh/bohr.